{"formula": "C7H5ClN2", "method": "ωB97M-V with the def2-TZVPD basis set", "elements": ["C", "C", "C", "C", "C", "C", "C", "N", "N", "Cl", "H", "H", "H", "H", "H"], "positions_angstrom": [[1.4087, 1.1238, -1.6514], [2.1754, -0.8345, -0.2076], [-2.2870, -1.3169, 0.2960], [-1.1408, -0.7158, 0.5563], [0.7281, 1.1227, 0.6793], [1.5744, 0.3877, -0.4152], [-0.5999, 0.5707, 0.2575], [1.1748, 1.6933, -2.6383], [2.8235, -1.7612, -0.0296], [-1.4570, 1.5783, -0.8245], [-2.4526, -2.3576, 0.7430], [-3.2318, -1.1406, -0.2850], [-0.5971, -1.2537, 1.2691], [1.0139, 0.7438, 1.6257], [0.8673, 2.1601, 0.6248]], "multiplicity": 1, "e_above_lowest_kj_mol": 393.53, "mol_weight_g_mol": 152.6, "fmax_ev_per_a": 4.25, "total_energy_ev": -22838.370}

=====

{"formula": "C3H3Br2N", "method": "ωB97M-V with the def2-TZVPD basis set", "elements": ["C", "C", "C", "N", "Br", "Br", "H", "H", "H"], "positions_angstrom": [[-0.4540, 0.5949, -0.8175], [0.8250, 0.1842, -0.0734], [-0.3637, -0.4819, 0.8560], [-1.3493, 0.0971, -0.0410], [-0.8583, 1.4710, -2.3594], [-0.3871, -2.4953, 0.8568], [1.7511, -0.2792, -0.5686], [1.2234, 1.1018, 0.2915], [-0.3871, -0.1926, 1.8556]], "s2": 2.01, "multiplicity": 3, "e_above_lowest_kj_mol": 207.36, "mol_weight_g_mol": 212.9, "fmax_ev_per_a": 4.95, "total_energy_ev": -144727.670}

=====

- Which formula does entry 2 have?
  C3H3Br2N